{
  "formula": "C40H58N10",
  "method": "ωB97M-V/def2-TZVPD",
  "elements": ["C", "C", "C", "N", "C", "H", "H", "H", "H", "H", "C", "C", "C", "N", "C", "H", "H", "H", "H", "H", "C", "C", "C", "N", "C", "H", "H", "H", "H", "H", "C", "C", "C", "N", "C", "H", "H", "H", "H", "H", "C", "C", "C", "N", "C", "H", "H", "H", "H", "H", "C", "C", "C", "N", "C", "H", "H", "H", "H", "H", "C", "C", "C", "C", "N", "H", "H", "H", "H", "H", "H", "H", "C", "C", "C", "C", "N", "H", "H", "H", "H", "H", "H", "H", "C", "C", "C", "C", "N", "H", "H", "H", "H", "H", "H", "H", "C", "C", "C", "C", "N", "H", "H", "H", "H", "H", "H", "H"],
  "xyz": [[-3.9022, 27.9568, 0.8633], [-3.3354, 28.6189, -0.2708], [-3.1308, 29.9276, 0.0771], [-3.5547, 30.0752, 1.3705], [-4.0386, 28.8891, 1.8483], [-4.1149, 26.9014, 0.8972], [-3.1380, 28.1452, -1.2179], [-2.8507, 30.7701, -0.5312], [-3.4962, 30.9270, 1.9029], [-4.5076, 28.8518, 2.8169], [-5.7783, 33.9583, 10.2724], [-6.1659, 32.5927, 10.4246], [-6.1020, 32.3016, 11.7587], [-5.5941, 33.4074, 12.3973], [-5.3848, 34.4177, 11.5037], [-5.7238, 34.4631, 9.3215], [-6.4947, 31.9525, 9.6222], [-6.3149, 31.4335, 12.3588], [-5.3817, 33.4584, 13.3776], [-4.9972, 35.3673, 11.8280], [-7.9253, 33.9488, 6.6847], [-7.9536, 33.2740, 5.4188], [-7.3925, 34.1128, 4.5064], [-6.9460, 35.2253, 5.1747], [-7.2914, 35.1424, 6.4987], [-8.3363, 33.5255, 7.5866], [-8.3503, 32.2906, 5.2342], [-7.2920, 34.0040, 3.4400], [-6.5792, 36.0714, 4.7764], [-7.0475, 35.9275, 7.1928], [-1.3484, 26.2889, 4.5882], [-1.3314, 26.0038, 3.1980], [-0.8577, 24.7280, 3.0558], [-0.5869, 24.2403, 4.3071], [-0.8563, 25.1990, 5.2533], [-1.6703, 27.2247, 5.0169], [-1.6280, 26.6369, 2.3779], [-0.6761, 24.1012, 2.1991], [-0.2177, 23.3248, 4.4883], [-0.8121, 24.9397, 6.2973], [-1.9566, 32.9124, 1.7882], [-2.6534, 32.8933, 3.0244], [-3.5987, 33.8875, 2.9824], [-3.4970, 34.4956, 1.7577], [-2.4982, 33.9182, 1.0312], [-1.1220, 32.2762, 1.5451], [-2.3983, 32.2934, 3.8849], [-4.3602, 34.1770, 3.6883], [-4.1001, 35.2314, 1.4385], [-2.1760, 34.3290, 0.0901], [-0.8958, 31.4509, 10.7019], [-0.6104, 32.7968, 10.3346], [-1.8107, 33.4271, 10.1285], [-2.7990, 32.5137, 10.3387], [-2.2591, 31.3116, 10.6907], [-0.1315, 30.7387, 10.9637], [0.3793, 33.2139, 10.2542], [-2.0867, 34.4219, 9.8202], [-3.7928, 32.6769, 10.2799], [-2.9067, 30.4875, 10.9288], [-4.0584, 32.4553, 6.8529], [-5.0118, 31.3408, 6.4445], [-4.5747, 30.5718, 5.1999], [-3.2169, 30.0713, 5.3091], [-2.1148, 29.7569, 5.4000], [-3.1237, 32.0315, 7.2238], [-4.4999, 33.0281, 7.6758], [-3.8885, 33.2066, 6.0787], [-5.9961, 31.7921, 6.3123], [-5.1363, 30.6320, 7.2666], [-4.5898, 31.2307, 4.3224], [-5.2712, 29.7667, 4.9625], [-5.2243, 28.4502, 9.8699], [-3.8894, 28.6453, 9.1586], [-3.8379, 27.9028, 7.8294], [-3.9710, 26.4458, 7.8634], [-4.0833, 25.3034, 7.8886], [-5.4019, 29.2684, 10.5740], [-5.2190, 27.5408, 10.4716], [-6.0464, 28.4311, 9.1550], [-3.0496, 28.3923, 9.8026], [-3.7991, 29.6947, 8.8732], [-2.9320, 28.1065, 7.2572], [-4.6845, 28.2506, 7.2281], [-0.6738, 33.7310, 6.1049], [-0.8626, 34.9237, 5.1547], [-0.0602, 36.1398, 5.5630], [1.3778, 35.8937, 5.6239], [2.5090, 35.7013, 5.6686], [-1.2715, 33.8953, 7.0082], [0.3548, 33.6805, 6.4679], [-0.9693, 32.7837, 5.6635], [-1.9301, 35.1389, 5.0919], [-0.5805, 34.6014, 4.1485], [-0.3578, 36.4921, 6.5574], [-0.2399, 36.9799, 4.8888], [-6.7797, 24.1448, 4.4708], [-5.5563, 23.8023, 5.3022], [-4.3302, 24.6583, 4.9128], [-4.6360, 26.0843, 4.8369], [-4.8480, 27.2138, 4.8158], [-7.6762, 23.5930, 4.7525], [-6.5826, 23.9511, 3.4118], [-7.0345, 25.2031, 4.5579], [-5.2725, 22.7590, 5.1731], [-5.7505, 23.9847, 6.3610], [-3.9705, 24.3408, 3.9321], [-3.5485, 24.5657, 5.6649]],
  "forces_ev_per_angstrom": [[0.31, -0.13, -0.62], [-0.10, -0.30, 0.28], [-0.30, -0.15, -0.08], [-0.18, 0.13, -0.08], [-0.07, 0.32, 0.18], [-0.23, 0.04, 0.20], [0.09, 0.15, -0.07], [0.26, 0.04, 0.16], [-0.02, 0.07, -0.09], [0.24, -0.25, 0.11], [0.41, -0.31, -0.24], [-0.45, 0.30, -0.14], [0.62, 0.17, 0.55], [-0.15, -0.04, -0.06], [-0.27, -0.06, -0.06], [-0.01, 0.21, 0.10], [-0.09, -0.10, 0.09], [-0.08, -0.18, -0.27], [-0.04, -0.02, -0.02], [0.01, 0.04, -0.06], [-0.02, -0.77, -0.27], [-0.27, 0.29, 0.55], [0.33, 0.07, -0.24], [-0.16, 0.37, 0.11], [-0.01, -0.19, 0.02], [0.13, 0.24, 0.17], [-0.10, 0.03, -0.10], [0.15, 0.05, 0.00], [0.00, -0.16, -0.22], [-0.02, 0.06, -0.02], [0.07, 0.53, 0.07], [0.02, -0.22, -0.24], [0.08, -0.31, 0.25], [0.10, -0.03, -0.02], [-0.39, -0.47, -0.26], [0.03, -0.04, 0.09], [-0.06, 0.16, 0.12], [-0.03, 0.15, -0.12], [-0.01, 0.05, 0.07], [0.17, 0.23, 0.07], [0.16, 0.09, 0.16], [0.03, 0.16, 0.29], [-0.10, -0.19, -0.27], [-0.21, 0.10, 0.27], [0.33, -0.04, -0.03], [0.00, 0.05, -0.17], [-0.13, -0.13, -0.08], [0.04, 0.03, 0.05], [0.06, 0.01, -0.06], [-0.17, -0.11, -0.12], [0.25, 0.34, -0.03], [0.01, -0.10, 0.09], [-0.17, 0.07, -0.20], [-0.19, -0.34, 0.13], [0.05, 0.01, 0.13], [-0.22, -0.24, -0.02], [-0.06, 0.15, -0.06], [0.23, 0.08, 0.04], [0.05, 0.17, -0.03], [0.07, -0.09, 0.04], [-0.18, 0.03, 0.65], [-0.19, 0.34, 0.25], [-0.61, 0.42, -0.45], [0.34, -0.15, -0.02], [-0.11, 0.01, 0.03], [0.18, 0.25, -0.19], [0.03, -0.17, 0.06], [0.17, -0.30, -0.27], [-0.03, -0.23, -0.39], [0.14, 0.00, 0.10], [0.02, 0.08, 0.11], [0.20, -0.21, 0.14], [0.30, 0.13, 0.48], [-0.30, 0.03, -0.28], [-0.11, -0.25, -0.43], [-0.04, 0.10, 0.46], [0.04, -0.05, 0.13], [-0.03, 0.02, -0.08], [-0.18, -0.15, -0.23], [-0.09, -0.08, 0.04], [0.06, 0.00, -0.02], [0.23, 0.05, 0.16], [0.01, 0.19, 0.07], [0.16, -0.02, -0.17], [-0.07, 0.73, 0.58], [-0.04, -1.24, -0.29], [-0.23, 0.58, 0.34], [0.19, -0.04, -0.14], [-0.07, 0.01, 0.01], [-0.05, -0.16, -0.06], [0.07, -0.25, -0.28], [0.06, -0.04, -0.03], [0.06, 0.35, 0.02], [0.10, 0.21, -0.01], [-0.04, -0.09, -0.03], [0.08, -0.05, -0.06], [-0.11, 0.09, -0.36], [0.07, 0.55, 0.22], [-0.44, -0.27, -0.14], [0.09, 0.13, 0.05], [-0.14, -0.06, -0.03], [0.13, -0.18, 0.08], [-0.09, 0.00, 0.02], [0.08, 0.01, 0.03], [-0.03, -0.06, 0.08], [-0.03, -0.17, -0.03], [0.25, 0.11, 0.04], [0.12, -0.17, -0.22]],
  "de_lowest_kcal_mol": 0.0,
  "homo_ev": -7.9,
  "homo_lumo_gap_ev": 7.9775,
  "smiles": "c1cc[nH]c1.c1cc[nH]c1.c1cc[nH]c1.c1cc[nH]c1.c1cc[nH]c1.c1cc[nH]c1.CCCC#N.CCCC#N.CCCC#N.CCCC#N"
}


{
  "formula": "C40H58N6O3STa",
  "method": "ωB97M-V/def2-TZVPD",
  "elements": ["Ta", "C", "N", "C", "C", "C", "N", "C", "C", "C", "C", "C", "C", "C", "O", "C", "C", "C", "N", "C", "C", "C", "C", "C", "C", "C", "O", "H", "H", "H", "H", "H", "H", "H", "H", "H", "H", "H", "H", "H", "H", "H", "H", "H", "H", "H", "H", "H", "H", "H", "H", "H", "C", "C", "C", "C", "C", "C", "C", "C", "N", "C", "C", "C", "C", "H", "H", "H", "H", "H", "H", "H", "H", "H", "H", "H", "H", "H", "H", "H", "H", "H", "H", "C", "N", "C", "C", "N", "C", "S", "H", "H", "H", "H", "H", "H", "H", "H", "C", "C", "C", "O", "H", "H", "H", "H", "H", "H", "H"],
  "xyz": [[0.3572, -0.4577, -0.7239], [-0.5811, 2.3389, 1.4587], [-1.3388, 1.0831, 1.2086], [-1.7122, 0.6926, 2.6107], [-2.6857, -0.4269, 2.9796], [-2.0747, -1.8399, 3.0281], [-0.7356, -1.8179, 2.4828], [0.1345, -2.5547, 3.0189], [1.5468, -2.5254, 2.6397], [2.4316, -3.2807, 3.4134], [3.8017, -3.2071, 3.2460], [4.3161, -2.3347, 2.2983], [3.4611, -1.5812, 1.5101], [2.0810, -1.6930, 1.6510], [1.3186, -0.9645, 0.7976], [-2.5369, 1.4852, 0.4333], [-3.3308, 0.3352, -0.1767], [-2.9848, -0.0448, -1.6188], [-1.5450, 0.1641, -1.9056], [-1.3444, 0.8786, -2.9640], [-0.2052, 1.7133, -3.2546], [-0.0888, 2.3590, -4.4972], [0.7878, 3.4046, -4.6552], [1.5076, 3.8716, -3.5464], [1.3893, 3.2768, -2.3096], [0.5654, 2.1529, -2.1671], [0.4742, 1.5220, -1.0084], [-1.2201, 3.0526, 1.9917], [-0.2467, 2.7860, 0.5347], [0.2950, 2.1220, 2.0661], [-2.1266, 1.6042, 3.0593], [-0.7685, 0.4967, 3.1191], [-3.6070, -0.3937, 2.3978], [-2.9931, -0.1665, 3.9946], [-2.6495, -2.5490, 2.4400], [-2.0829, -2.2174, 4.0572], [-0.1036, -3.2074, 3.8697], [2.0171, -3.9283, 4.1772], [4.4597, -3.8104, 3.8560], [5.3859, -2.2389, 2.1644], [3.8418, -0.8977, 0.7691], [-2.1876, 2.1613, -0.3501], [-3.1867, 2.0828, 1.0864], [-4.3925, 0.5906, -0.1548], [-3.2231, -0.5409, 0.4527], [-3.5540, 0.5872, -2.3015], [-3.2603, -1.0766, -1.8144], [-2.1868, 1.0153, -3.6435], [-0.7064, 2.0296, -5.3247], [0.8952, 3.8900, -5.6149], [2.1696, 4.7204, -3.6626], [1.9512, 3.6189, -1.4496], [-4.7466, -2.8652, 0.7101], [-3.7434, -3.0736, -0.3971], [-4.2301, -3.5901, -1.5889], [-3.4030, -3.7281, -2.6941], [-3.9108, -4.3228, -3.9796], [-2.0833, -3.3194, -2.5988], [-1.5425, -2.7857, -1.4242], [-2.3939, -2.7044, -0.3195], [-0.1808, -2.3552, -1.3201], [0.8119, -3.3607, -1.9064], [2.2314, -3.1976, -1.3401], [0.9807, -3.2389, -3.4357], [0.4182, -4.7836, -1.4593], [-5.5533, -3.5924, 0.6263], [-5.2030, -1.8753, 0.6301], [-4.3355, -2.9484, 1.7111], [-5.2697, -3.8916, -1.6528], [-4.9944, -4.4303, -3.9662], [-3.4797, -5.3120, -4.1449], [-3.6417, -3.7026, -4.8354], [-1.4809, -3.4287, -3.4805], [-1.9633, -2.3709, 0.6141], [2.8002, -2.4354, -1.8503], [2.7506, -4.1440, -1.4997], [2.2407, -3.0096, -0.2695], [0.9211, -2.1903, -3.7291], [0.2795, -3.8039, -4.0411], [1.9728, -3.6034, -3.7091], [0.7624, -4.9466, -0.4362], [0.9226, -5.5101, -2.0991], [-0.6460, -4.9969, -1.4884], [4.8468, 4.4343, 2.0101], [4.5014, 3.2634, 2.7778], [5.1634, 2.9779, 4.0445], [4.5101, 1.6589, 4.4791], [3.9093, 1.2097, 3.2314], [3.8362, 2.1927, 2.3071], [3.0336, 2.0766, 0.8378], [4.7330, 5.3239, 2.6298], [4.1802, 4.4995, 1.1549], [5.8802, 4.3791, 1.6559], [4.9926, 3.7852, 4.7563], [6.2427, 2.8742, 3.8959], [3.7543, 1.8167, 5.2517], [5.2401, 0.9400, 4.8463], [3.3157, 0.4022, 3.1515], [2.8788, -0.3165, -4.0620], [2.8644, 0.1228, -2.6139], [4.1345, -0.2087, -1.8669], [1.6698, -0.4459, -1.9939], [3.6847, 0.1996, -4.5858], [1.9379, -0.0675, -4.5525], [3.0512, -1.3892, -4.1470], [2.7171, 1.1995, -2.5564], [4.4222, -1.2560, -1.9381], [4.0603, 0.0986, -0.8279], [4.9298, 0.3866, -2.3205]],
  "forces_ev_per_angstrom": [[-0.86, -0.18, -0.52], [0.07, -0.13, -0.05], [-0.08, -0.05, 0.03], [0.02, 0.08, 0.01], [-0.03, -0.01, -0.01], [0.07, 0.04, 0.06], [-0.11, -0.11, -0.16], [0.05, 0.07, 0.00], [0.07, -0.02, 0.09], [0.00, 0.00, 0.00], [0.00, -0.04, 0.04], [-0.02, 0.04, -0.06], [0.02, -0.14, 0.06], [0.21, 0.39, -0.18], [0.14, 0.02, 0.59], [0.03, 0.10, 0.00], [-0.01, -0.12, 0.06], [0.07, -0.05, 0.01], [-0.03, 0.22, -0.12], [0.03, 0.06, 0.12], [-0.05, -0.01, 0.00], [0.02, 0.01, 0.02], [0.00, -0.01, -0.01], [0.01, 0.01, 0.01], [-0.04, 0.00, -0.03], [-0.05, 0.08, 0.04], [0.15, 0.06, 0.22], [0.02, 0.01, 0.01], [0.00, 0.00, -0.07], [0.03, 0.00, -0.03], [-0.03, -0.01, 0.02], [0.01, 0.01, 0.01], [0.06, -0.03, -0.05], [-0.05, -0.02, -0.01], [-0.12, 0.03, 0.01], [0.02, -0.01, 0.00], [-0.02, 0.02, 0.01], [-0.01, 0.00, 0.00], [0.00, 0.01, 0.00], [0.00, 0.00, 0.00], [0.01, 0.00, 0.02], [-0.04, 0.00, -0.03], [-0.01, -0.01, 0.01], [-0.01, -0.03, -0.04], [0.06, -0.03, 0.00], [0.01, 0.04, 0.00], [-0.06, 0.04, -0.01], [0.00, -0.02, -0.02], [0.00, 0.00, 0.00], [0.00, 0.00, 0.00], [0.00, 0.00, 0.00], [0.00, 0.00, 0.00], [0.04, -0.01, 0.05], [0.00, 0.03, -0.04], [0.03, 0.03, 0.01], [0.00, -0.04, -0.04], [-0.03, 0.00, -0.02], [0.08, 0.27, -0.13], [-0.17, -0.07, 0.03], [0.08, -0.24, 0.16], [-0.05, -0.03, -0.13], [0.07, -0.25, 0.29], [-0.03, -0.07, 0.12], [-0.09, 0.14, 0.01], [-0.05, -0.01, -0.07], [0.00, 0.00, 0.01], [0.01, 0.03, -0.01], [0.07, -0.05, 0.03], [0.00, 0.00, -0.01], [0.00, 0.00, 0.00], [0.00, 0.00, 0.01], [0.01, 0.00, 0.00], [0.18, 0.09, -0.11], [0.01, 0.06, -0.05], [0.01, 0.11, 0.04], [0.03, 0.01, -0.02], [-0.06, -0.07, -0.06], [-0.02, -0.05, -0.01], [-0.17, -0.10, 0.11], [-0.01, 0.00, 0.00], [-0.07, 0.00, 0.02], [0.04, 0.01, 0.02], [0.00, 0.01, -0.11], [0.00, -0.01, 0.00], [-0.03, 0.03, 0.04], [0.00, 0.01, 0.00], [0.02, -0.02, -0.01], [0.01, -0.01, -0.01], [0.00, 0.08, -0.08], [0.06, 0.03, 0.13], [0.00, 0.00, 0.00], [0.00, -0.01, 0.00], [0.00, 0.01, 0.00], [0.02, -0.01, 0.01], [0.00, -0.02, -0.02], [-0.02, 0.02, -0.02], [-0.01, 0.00, 0.03], [0.02, -0.02, -0.01], [0.09, 0.05, -0.04], [-0.41, 0.06, -0.03], [0.07, 0.04, -0.04], [0.68, -0.34, -0.13], [-0.01, 0.01, 0.01], [0.00, 0.01, 0.00], [0.01, 0.01, 0.01], [0.06, 0.00, -0.04], [-0.04, -0.03, 0.00], [-0.01, 0.05, -0.01], [0.02, -0.03, 0.01]],
  "de_lowest_kcal_mol": 0.0,
  "total_charge": 1,
  "homo_ev": -10.3,
  "homo_lumo_gap_ev": 7.8340
}